Here is an isolated molecule of C27H33N3O4 from OMol25. Energies are from ωB97M-V with the def2-TZVPD basis set.

## Properties
SMILES: CCOC(=O)N(C(C)=O)[C@H](/C=C/N1[C@H](Cc2ccccc2)C(=O)N(C)C1(C)C)c1ccccc1
Frontier orbital gap (eV): 7.15
Strongest force on any atom (eV Å⁻¹): 4.91
HOMO level (eV): -6.61
LUMO energy (hartree): 0.0199

Element x y z (Å)
C  3.655  -1.053  0.712
C  2.493  -2.011  0.679
O  1.716  -1.813  1.929
C  0.470  -2.260  1.886
O  -0.089  -2.715  0.838
N  -0.233  -2.170  3.147
C  -0.341  -0.777  3.396
C  0.899  -0.078  3.854
O  -1.372  -0.161  3.133
C  -1.597  -3.181  3.482
C  -2.860  -2.869  4.066
C  -3.592  -1.713  3.886
N  -4.753  -1.395  4.481
C  -5.237  -0.020  4.339
C  -4.265  0.984  4.959
C  -4.755  2.407  4.821
C  -4.900  3.215  5.955
C  -5.498  4.473  5.839
C  -5.902  4.942  4.582
C  -5.685  4.162  3.440
C  -5.093  2.901  3.556
C  -6.591  -0.087  5.023
O  -7.400  0.807  5.167
N  -6.756  -1.381  5.458
C  -7.954  -1.777  6.154
C  -5.663  -2.303  5.175
C  -5.062  -2.844  6.481
C  -6.155  -3.463  4.293
C  -1.001  -4.507  3.690
C  0.104  -5.032  2.975
C  0.449  -6.383  3.071
C  -0.293  -7.266  3.861
C  -1.375  -6.773  4.589
C  -1.667  -5.414  4.583
H  4.374  -1.347  -0.059
H  3.345  -0.029  0.488
H  4.171  -1.017  1.669
H  1.840  -1.804  -0.177
H  2.784  -3.075  0.676
H  1.758  -0.410  3.271
H  0.751  0.999  3.683
H  1.146  -0.234  4.918
H  -1.396  -2.493  2.472
H  -3.372  -3.670  4.605
H  -3.222  -0.935  3.202
H  -5.390  0.215  3.271
H  -4.150  0.734  6.026
H  -3.277  0.870  4.482
H  -4.574  2.829  6.925
H  -5.651  5.080  6.734
H  -6.378  5.918  4.493
H  -5.979  4.525  2.454
H  -4.914  2.277  2.676
H  -8.587  -0.892  6.257
H  -8.499  -2.552  5.593
H  -7.716  -2.176  7.151
H  -4.963  -2.030  7.210
H  -5.734  -3.611  6.883
H  -4.077  -3.291  6.326
H  -6.827  -3.075  3.518
H  -5.327  -3.994  3.814
H  -6.710  -4.170  4.921
H  0.628  -4.411  2.250
H  1.278  -6.749  2.467
H  -0.060  -8.328  3.889
H  -2.034  -7.433  5.151
H  -2.497  -5.088  5.220

***

Here is a structure of composition C27H33NO2PSSi2Tc from OMol25. Energies are from ωB97M-V with the def2-TZVPD basis set.

## Properties
Spin multiplicity: 2
Frontier orbital gap (alpha / beta) (eV): 6.13 / 6.60
Strongest force on any atom (eV Å⁻¹): 3.38
HOMO level (alpha / beta) (eV): -11.79 / -11.67
LUMO energy (alpha / beta) (hartree): -0.2082 / -0.1863
Total charge: +1

Element x y z (Å)
Tc  1.085  0.998  -0.233
O  0.729  4.389  0.295
C  0.509  3.435  1.004
O  1.302  2.435  1.197
C  -0.797  3.309  1.767
C  -1.279  4.417  2.450
C  -2.423  4.311  3.222
C  -3.096  3.101  3.305
C  -2.649  2.007  2.589
C  -1.491  2.101  1.820
P  -0.982  0.620  0.888
C  -0.774  -0.654  2.162
C  -0.907  -1.994  1.800
C  -0.686  -2.989  2.733
C  -0.314  -2.654  4.028
C  -0.165  -1.324  4.389
C  -0.390  -0.322  3.460
C  -2.479  0.150  -0.025
C  -3.479  -0.629  0.552
C  -4.612  -0.939  -0.180
C  -4.757  -0.474  -1.478
C  -3.770  0.316  -2.048
C  -2.633  0.624  -1.324
H  -0.747  5.352  2.369
H  -2.783  5.169  3.767
H  -3.972  3.007  3.927
H  -3.185  1.070  2.635
H  -1.194  -2.240  0.787
H  -0.796  -4.026  2.452
H  -0.141  -3.432  4.755
H  0.133  -1.067  5.395
H  -0.272  0.715  3.740
H  -3.373  -1.001  1.561
H  -5.379  -1.555  0.264
H  -5.641  -0.723  -2.045
H  -3.881  0.675  -3.061
H  -1.843  1.226  -1.753
C  2.695  0.439  -3.754
Si  1.452  -0.873  -3.134
C  2.040  -2.591  -3.710
C  -0.276  -0.482  -3.832
C  1.305  -0.861  -1.198
Si  2.934  -1.366  -0.259
C  2.528  -1.047  1.590
C  3.450  -3.181  -0.490
C  4.279  -0.093  -0.722
H  2.388  0.786  -4.735
H  3.698  0.038  -3.860
H  2.742  1.308  -3.102
H  1.928  -2.668  -4.785
H  1.477  -3.405  -3.267
H  3.088  -2.746  -3.481
H  -0.299  -0.683  -4.898
H  -0.517  0.566  -3.689
H  -1.057  -1.073  -3.365
H  0.587  -1.649  -0.957
H  1.812  -1.760  1.985
H  2.110  -0.046  1.751
H  3.415  -1.109  2.213
H  2.599  -3.852  -0.442
H  4.150  -3.484  0.282
H  3.934  -3.344  -1.445
H  3.891  0.928  -0.665
H  4.652  -0.236  -1.729
H  5.130  -0.155  -0.050
S  0.092  4.194  -3.356
C  0.366  2.999  -2.379
N  0.542  2.043  -1.686

***

Here is an isolated molecule of C27H33NO7 from OMol25. Energies are from ωB97M-V with the def2-TZVPD basis set.

## Properties
SMILES: COc1cc([C@H](CCN2CCCC2)c2c(OC)cc(OC)c3ccc(=O)oc23)cc(OC)c1OC
Frontier orbital gap (eV): 8.21
Strongest force on any atom (eV Å⁻¹): 1.16
HOMO level (eV): -7.87
LUMO energy (hartree): 0.0122

Element x y z (Å)
C  0.532  -5.561  -2.702
O  0.559  -4.601  -1.670
C  0.496  -3.265  -1.937
C  0.618  -2.471  -0.792
C  0.557  -1.098  -0.856
C  0.650  -0.189  0.346
C  1.091  -0.874  1.643
C  1.288  0.157  2.759
N  2.187  1.212  2.330
C  2.066  2.459  3.061
C  2.960  2.328  4.312
C  4.019  1.297  3.894
C  3.595  0.883  2.465
C  -0.678  0.514  0.524
C  -1.862  -0.203  0.722
O  -1.745  -1.549  0.754
C  -2.896  -2.356  0.773
C  -3.085  0.458  0.885
C  -3.151  1.838  0.867
O  -4.289  2.558  1.033
C  -5.502  1.876  1.241
C  -1.973  2.587  0.661
C  -1.954  4.014  0.633
C  -0.797  4.674  0.431
C  0.446  3.958  0.217
O  1.521  4.469  0.012
O  0.383  2.592  0.238
C  -0.756  1.906  0.478
C  0.363  -0.494  -2.096
C  0.230  -1.255  -3.243
O  0.013  -0.725  -4.486
C  -0.105  0.670  -4.609
C  0.305  -2.662  -3.181
O  0.134  -3.420  -4.330
C  1.125  -3.257  -5.324
H  0.566  -6.525  -2.192
H  1.402  -5.474  -3.359
H  -0.378  -5.491  -3.299
H  0.754  -2.990  0.141
H  1.393  0.586  0.138
H  2.030  -1.395  1.452
H  0.347  -1.603  1.963
H  1.640  -0.358  3.669
H  0.320  0.611  2.987
H  1.025  2.676  3.303
H  2.444  3.255  2.414
H  3.398  3.284  4.590
H  2.374  1.964  5.158
H  4.014  0.436  4.562
H  5.023  1.717  3.897
H  3.773  -0.172  2.262
H  4.144  1.476  1.728
H  -3.559  -2.133  -0.068
H  -2.532  -3.378  0.678
H  -3.448  -2.256  1.714
H  -3.980  -0.121  1.037
H  -5.755  1.237  0.388
H  -6.259  2.651  1.345
H  -5.473  1.274  2.154
H  -2.887  4.535  0.783
H  -0.735  5.749  0.411
H  0.311  0.581  -2.141
H  0.815  1.181  -4.306
H  -0.944  1.056  -4.022
H  -0.289  0.856  -5.666
H  2.124  -3.473  -4.926
H  1.116  -2.248  -5.742
H  0.881  -3.977  -6.104

***

| no. | calculated total energy (eV) | M (g/mol) |
| --- | --- | --- |
| 1 | -41190.547 | 463.6 |
| 2 | -72192.758 | 620.8 |
| 3 | -44355.150 | 483.6 |